(1)
An isolated ion of composition C4H12N2O and charge +2 at a distorted geometry. Source: OMol25; level of theory: the ωB97M-V functional and the def2-TZVPD basis.

Multiplicity   1
Charge   +2
SMILES   [NH3+]CC[C@@H]([NH3+])C=O
Relative energy (zero: lowest compared OMol25 entry of this formula, charge and spin)   8.9 kcal per mole
DFT total energy   -9352.7694 eV
Frontier orbital gap   0.3997 Ha

```
19
Properties=species:S:1:pos:R:3:mulliken_charge:R:1
N -1.215 1.757 1.648 -0.26
C -0.424 1.423 0.423 -0.85
C 0.282 0.025 0.552 -0.87
C 0.636 -0.643 -0.777 0.12
N 1.185 -2.050 -0.478 -0.32
C -0.367 -0.679 -1.940 -0.13
O -1.090 0.257 -2.108 -0.40
H -0.638 1.862 2.481 0.35
H -1.944 1.057 1.800 0.37
H -1.747 2.613 1.445 0.38
H -1.111 1.387 -0.411 0.56
H 0.327 2.192 0.254 0.36
H 1.209 0.212 1.065 0.50
H -0.305 -0.627 1.200 0.50
H 1.504 -0.151 -1.244 0.25
H 1.922 -1.930 0.215 0.36
H 1.650 -2.462 -1.295 0.40
H 0.467 -2.715 -0.176 0.37
H -0.340 -1.528 -2.654 0.31
```



(2)
A 10-piece molecular cluster, C33H65NO13S4 overall at a distorted geometry. Source: OMol25; level of theory: the ωB97M-V functional and the def2-TZVPD basis.

Multiplicity   1
SMILES   O=S1(=O)CCCC1.O=S1(=O)CCCC1.O=S1(=O)CCCC1.O=S1(=O)CCCC1.CC(C)=O.CC(C)=O.CC(C)=O.CC(C)=O.CC(C)=O.CC#N
DFT total energy   -106718.1771 eV
Frontier orbital gap   0.3603 Ha

```
116
Properties=species:S:1:pos:R:3:mulliken_charge:R:1
O -7.650 -3.510 -5.841 -0.61
S -8.344 -3.183 -4.606 1.02
O -9.782 -2.763 -4.576 -0.64
C -8.063 -4.453 -3.264 -0.72
C -6.952 -3.867 -2.312 -0.56
C -7.215 -2.322 -2.301 -0.62
C -7.436 -1.824 -3.745 -0.69
H -8.033 -5.444 -3.718 0.44
H -9.039 -4.490 -2.781 0.34
H -7.141 -4.234 -1.303 0.30
H -5.959 -4.193 -2.624 0.32
H -6.367 -1.796 -1.861 0.34
H -8.086 -2.139 -1.672 0.32
H -6.426 -1.762 -4.151 0.35
H -7.889 -0.838 -3.850 0.40
O 2.390 -1.190 1.218 -0.65
S 1.577 -0.415 0.260 1.08
O 0.148 -0.148 0.518 -0.67
C 2.368 1.209 -0.137 -0.60
C 2.821 1.075 -1.594 -0.63
C 3.063 -0.339 -1.935 -0.56
C 1.844 -1.116 -1.371 -0.68
H 3.278 1.280 0.459 0.31
H 1.685 1.993 0.191 0.38
H 2.083 1.492 -2.280 0.31
H 3.767 1.608 -1.691 0.30
H 3.985 -0.618 -1.424 0.32
H 3.229 -0.532 -2.995 0.33
H 2.018 -2.189 -1.449 0.40
H 0.913 -0.777 -1.825 0.36
O -3.257 -5.249 7.081 -0.62
S -3.263 -6.644 6.586 1.04
O -3.964 -7.746 7.211 -0.63
C -3.596 -6.567 4.772 -0.59
C -2.266 -6.546 4.031 -0.63
C -1.116 -6.364 5.021 -0.53
C -1.504 -7.168 6.297 -0.73
H -4.285 -5.752 4.551 0.44
H -4.012 -7.548 4.542 0.27
H -2.056 -7.452 3.462 0.35
H -2.350 -5.728 3.315 0.24
H -1.106 -5.294 5.230 0.32
H -0.208 -6.752 4.561 0.33
H -1.025 -6.982 7.258 0.42
H -1.611 -8.228 6.067 0.32
O 4.502 3.253 9.126 -0.64
S 3.528 2.691 8.172 1.06
O 3.392 3.229 6.784 -0.62
C 3.901 0.895 8.061 -0.58
C 2.747 0.153 8.730 -0.73
C 1.434 1.024 8.634 -0.59
C 1.868 2.449 8.979 -0.65
H 4.873 0.695 8.513 0.37
H 3.831 0.622 7.008 0.34
H 2.563 -0.870 8.400 0.35
H 3.026 0.071 9.780 0.32
H 0.651 0.606 9.266 0.34
H 1.171 0.990 7.577 0.31
H 1.964 2.416 10.065 0.33
H 1.223 3.272 8.672 0.40
C -0.871 -7.670 -6.660 -0.96
C -0.225 -6.283 -6.678 0.74
C 1.245 -6.174 -7.104 -0.98
O -0.879 -5.233 -6.480 -0.56
H -1.319 -7.797 -7.645 0.26
H -1.662 -7.903 -5.947 0.33
H -0.099 -8.423 -6.504 0.30
H 1.728 -6.976 -6.546 0.31
H 1.691 -5.199 -6.904 0.30
H 1.410 -6.298 -8.174 0.27
C 11.628 3.564 0.917 -1.04
C 10.139 3.773 1.053 0.81
C 9.707 5.221 1.111 -1.03
O 9.329 2.842 1.015 -0.56
H 12.052 3.997 1.823 0.31
H 12.101 3.990 0.032 0.30
H 11.896 2.507 0.913 0.30
H 8.668 5.327 1.424 0.31
H 9.622 5.787 0.183 0.30
H 10.370 5.714 1.821 0.30
C 3.633 3.831 -10.423 -1.02
C 2.749 2.685 -9.981 0.78
C 2.807 1.409 -10.784 -1.04
O 2.046 2.760 -8.995 -0.54
H 3.436 4.153 -11.446 0.32
H 4.679 3.597 -10.226 0.29
H 3.389 4.706 -9.820 0.30
H 3.737 0.846 -10.864 0.31
H 2.540 1.605 -11.823 0.30
H 2.036 0.739 -10.404 0.30
C -2.251 6.467 -5.241 -1.00
C -2.175 5.755 -3.981 0.80
C -2.826 4.409 -3.886 -1.04
O -1.547 6.241 -3.023 -0.58
H -2.247 7.543 -5.071 0.31
H -3.228 6.299 -5.694 0.32
H -1.532 6.158 -6.000 0.26
H -3.904 4.444 -4.043 0.33
H -2.721 4.029 -2.870 0.31
H -2.297 3.683 -4.503 0.29
C -6.016 1.001 6.023 -1.00
C -6.649 1.712 7.151 0.74
C -6.151 1.408 8.578 -0.92
O -7.668 2.386 6.996 -0.56
H -5.116 1.561 5.770 0.28
H -6.691 1.016 5.167 0.31
H -5.756 -0.036 6.235 0.31
H -5.101 1.657 8.729 0.31
H -6.337 0.335 8.631 0.27
H -6.776 2.039 9.211 0.27
C 3.680 9.383 -1.336 -0.70
C 4.346 8.614 -2.356 0.27
N 4.919 8.052 -3.155 -0.33
H 3.425 8.689 -0.536 0.25
H 2.839 9.907 -1.790 0.26
H 4.356 10.159 -0.978 0.26
```